9
Properties=species:S:1:pos:R:3 method="wB97M-V/def2-TZVPD" homo_ev=-8.340 orbital_gap_ev=8.8 multiplicity=1 de_lowest_kcal_mol=45.3 lumo_energy_ev=0.46 largest_force_ev_per_a=5.50
C -0.284 0.527 0.175
C -1.188 -0.589 0.309
O -0.502 1.711 0.083
P 2.009 -0.123 0.003
H -0.733 -1.517 0.148
H -1.532 -0.323 1.306
H -2.014 -0.399 -0.359
H 1.456 -0.314 -1.236
H 2.786 1.027 -0.429